1.
Here is a 9-piece molecular cluster, C35H96N8O9 overall in a non-equilibrium geometry from the OMol25 dataset. Energies are from ωB97M-V/def2-TZVPD.

Geometry as XYZ:
```
148
Properties=species:S:1:pos:R:3:lowdin_charge:R:1
C 2.209 2.144 3.603 -0.07
C 2.698 1.088 4.506 -0.37
C 1.914 -0.240 4.235 -0.19
O 2.589 -1.328 4.859 -0.21
C 1.941 -2.572 4.619 -0.08
N 4.130 0.714 4.217 0.05
H 1.083 2.188 3.521 0.11
H 2.555 2.045 2.610 0.06
H 2.507 3.081 3.952 0.06
H 2.548 1.274 5.561 0.13
H 1.997 -0.461 3.194 0.10
H 0.857 -0.204 4.482 0.13
H 2.409 -3.328 5.156 0.06
H 2.022 -2.820 3.488 0.12
H 0.917 -2.454 4.926 0.08
H 4.704 1.475 4.604 0.10
H 4.335 -0.207 4.595 0.09
C -0.303 5.549 2.407 -0.03
C -1.754 5.817 2.012 -0.47
C -2.375 6.773 3.017 -0.19
O -2.546 6.022 4.249 -0.21
C -2.600 6.935 5.368 -0.09
N -1.930 6.202 0.676 0.05
H 0.281 6.416 2.203 0.07
H 0.158 4.839 1.751 0.06
H -0.163 5.276 3.409 0.06
H -2.345 4.887 2.166 0.11
H -3.403 7.052 2.685 0.14
H -1.732 7.606 3.127 0.11
H -3.160 6.424 6.138 0.08
H -3.078 7.916 5.109 0.10
H -1.604 7.059 5.715 0.07
H -2.868 6.450 0.397 0.08
H -1.293 6.905 0.298 0.09
C -3.642 0.350 2.862 -0.06
C -3.246 1.761 2.324 -0.41
C -4.065 2.070 1.025 -0.18
O -3.695 3.365 0.512 -0.23
C -3.713 3.481 -0.920 -0.10
N -3.503 2.776 3.333 0.06
H -4.393 0.437 3.633 0.06
H -2.709 -0.035 3.321 0.07
H -4.010 -0.289 2.042 0.06
H -2.169 1.720 2.168 0.12
H -5.182 2.157 1.368 0.16
H -3.958 1.284 0.302 0.08
H -4.611 2.874 -1.331 0.11
H -2.753 3.134 -1.389 0.07
H -3.759 4.571 -1.111 0.07
H -4.437 3.020 3.515 0.06
H -2.845 3.525 3.284 0.03
C -0.261 -4.891 -5.397 -0.04
C -1.345 -5.018 -4.260 -0.44
C -2.770 -5.142 -4.897 -0.23
O -3.646 -5.059 -3.841 -0.26
C -5.029 -4.763 -4.106 -0.09
N -1.148 -5.987 -3.230 0.03
H 0.730 -4.605 -4.996 0.08
H -0.508 -4.193 -6.171 0.07
H -0.097 -5.833 -5.827 0.05
H -1.308 -4.034 -3.731 0.13
H -2.780 -6.198 -5.332 0.14
H -3.124 -4.416 -5.650 0.13
H -5.643 -4.984 -3.168 0.10
H -5.460 -5.330 -5.014 0.11
H -5.139 -3.639 -4.218 0.09
H -2.061 -6.024 -2.678 0.11
H -1.169 -6.890 -3.713 0.08
C 2.458 -6.308 0.699 -0.05
C 1.155 -5.899 -0.001 -0.45
C 0.142 -5.112 0.841 -0.21
O -0.073 -5.650 2.127 -0.17
C -1.039 -5.006 2.909 -0.10
N 1.477 -5.182 -1.240 0.03
H 2.332 -6.680 1.651 0.04
H 3.141 -5.399 0.604 0.11
H 2.938 -7.082 0.072 0.08
H 0.631 -6.802 -0.277 0.12
H -0.785 -5.038 0.304 0.10
H 0.565 -4.012 0.799 0.14
H -2.020 -5.023 2.449 0.09
H -0.653 -4.049 3.104 0.06
H -1.097 -5.471 3.851 0.08
H 0.724 -5.423 -1.888 0.04
H 2.362 -5.638 -1.547 0.09
C 2.537 3.299 -0.979 -0.01
C 1.495 3.602 -2.069 -0.44
C 1.849 3.029 -3.386 -0.18
O 3.116 3.558 -3.848 -0.19
C 3.047 4.864 -4.326 -0.14
N 0.116 3.263 -1.830 0.08
H 2.272 2.270 -0.723 0.07
H 2.389 3.830 -0.088 0.05
H 3.557 3.334 -1.316 0.08
H 1.596 4.645 -2.301 0.12
H 1.151 3.401 -4.101 0.11
H 1.947 1.966 -3.426 0.11
H 3.790 5.022 -5.142 0.09
H 3.422 5.517 -3.537 0.08
H 2.093 5.151 -4.754 0.09
H -0.266 3.743 -1.028 0.07
H 0.041 2.287 -1.605 0.04
C -3.292 -3.064 -0.670 -0.04
C -3.352 -1.631 -1.047 -0.46
C -2.414 -1.211 -2.088 -0.27
O -2.505 0.157 -2.214 -0.18
C -2.096 0.628 -3.475 -0.09
N -4.738 -1.313 -1.495 0.05
H -4.158 -3.324 -0.056 0.08
H -2.430 -3.233 -0.078 0.05
H -3.304 -3.691 -1.569 0.08
H -3.057 -0.949 -0.252 0.12
H -2.637 -1.714 -3.008 0.12
H -1.355 -1.508 -1.933 0.13
H -2.944 1.112 -3.986 0.10
H -1.648 -0.121 -4.054 0.06
H -1.377 1.435 -3.321 0.07
H -4.792 -0.356 -1.864 0.07
H -5.448 -1.520 -0.761 0.08
C 1.248 -0.949 -3.249 -0.06
C 2.270 -1.208 -2.139 -0.42
C 1.704 -1.002 -0.698 -0.20
O 0.922 0.143 -0.630 -0.21
C 0.269 0.313 0.608 -0.09
N 2.885 -2.529 -2.326 0.02
H 0.594 -0.090 -2.981 0.06
H 0.507 -1.761 -3.277 0.06
H 1.799 -0.925 -4.201 0.09
H 3.173 -0.548 -2.327 0.14
H 2.603 -0.975 -0.023 0.13
H 1.124 -1.878 -0.401 0.10
H 0.983 0.536 1.392 0.06
H -0.273 -0.542 0.969 0.08
H -0.522 1.061 0.542 0.08
H 2.297 -3.332 -2.072 0.02
H 3.729 -2.617 -1.740 0.07
C 6.306 -0.017 -0.003 -0.07
C 5.966 0.463 1.399 -0.50
C 6.343 1.952 1.591 -0.06
O 4.578 0.273 1.636 -0.09
H 5.655 0.499 -0.733 0.09
H 6.138 -1.069 -0.116 0.06
H 7.291 0.161 -0.348 0.06
H 6.688 -0.110 2.109 0.15
H 5.479 2.527 1.235 0.07
H 7.214 2.227 0.980 0.08
H 6.465 2.297 2.620 0.06
H 4.452 0.682 2.493 -0.01
```

## Properties
Kohn-Sham gap = 9.21 eV
energy above the lowest of the compared OMol25 structures with the same formula, charge and spin = 1.8747 eV
total charge = 0
E_HOMO = -8.498 eV
electronic energy = -68193.23003 eV
LUMO level = 0.712 eV


2.
Here is C34H64FeGeN3O4SSi5Te as an isolated structure in a non-equilibrium geometry from the OMol25 dataset. Energies are from ωB97M-V/def2-TZVPD.

Geometry as XYZ:
```
114
Properties=species:S:1:pos:R:3:lowdin_spin:R:1
Fe -0.105 0.291 -0.002 1.25
N 2.997 3.479 -0.036 0.00
C 2.203 2.344 -0.097 0.00
S 0.532 2.579 -0.420 0.02
N 2.845 1.225 0.070 0.00
N 2.111 0.052 -0.051 -0.02
C 2.912 -0.931 -0.032 0.00
C 2.654 -2.366 -0.201 0.00
C 3.684 -3.241 0.141 0.00
C 3.534 -4.616 0.069 0.00
C 2.343 -5.153 -0.398 0.00
C 1.339 -4.304 -0.825 0.00
C 1.497 -2.926 -0.733 0.00
O 0.609 -2.109 -1.311 -0.03
H 2.479 4.282 0.284 0.00
H 3.844 3.314 0.493 0.00
H 3.949 -0.653 0.141 0.00
H 4.619 -2.811 0.483 0.00
H 4.346 -5.267 0.367 0.00
H 2.207 -6.226 -0.449 0.00
H 0.435 -4.694 -1.273 0.00
C -1.582 -1.142 5.619 0.00
Si -1.823 -0.759 3.765 0.00
C -3.183 0.551 3.775 0.00
C -2.719 -2.360 3.266 0.00
Ge 0.150 -0.190 2.446 -0.01
Si 1.851 -1.409 3.728 0.00
C 1.648 -3.273 3.403 0.00
C 3.689 -1.057 3.377 0.00
C 1.916 -1.312 5.629 0.00
Si 0.549 1.932 3.561 0.00
C 0.145 1.978 5.424 0.00
C 2.395 2.414 3.527 0.00
C -0.380 3.460 2.956 0.00
H -2.569 -1.226 6.092 0.00
H -1.008 -0.385 6.155 0.00
H -1.071 -2.104 5.741 0.00
H -3.966 0.286 4.496 0.00
H -3.640 0.621 2.782 0.00
H -2.794 1.543 4.031 0.00
H -3.368 -2.685 4.090 0.00
H -2.011 -3.170 3.053 0.00
H -3.340 -2.211 2.376 0.00
H 1.552 -3.479 2.332 0.00
H 0.745 -3.654 3.896 0.00
H 2.511 -3.843 3.776 0.00
H 3.979 -1.340 2.367 0.00
H 4.310 -1.622 4.083 0.00
H 3.916 0.008 3.494 0.00
H 0.956 -1.502 6.105 0.00
H 2.254 -0.319 5.950 0.00
H 2.638 -2.051 6.001 0.00
H 0.647 1.173 5.969 0.00
H -0.934 1.868 5.589 0.00
H 0.460 2.937 5.858 0.00
H 2.914 2.016 4.408 0.00
H 2.522 3.505 3.519 0.00
H 2.889 2.004 2.639 0.00
H -1.462 3.279 2.954 0.00
H -0.096 3.714 1.930 0.00
H -0.168 4.316 3.609 0.00
O -3.759 -0.166 0.366 0.00
C -3.075 0.855 0.460 0.00
O -1.875 0.938 0.890 0.00
C -3.742 2.181 0.112 0.00
C -5.116 2.222 -0.099 0.00
C -5.761 3.432 -0.325 0.00
C -5.031 4.616 -0.348 0.00
C -3.655 4.576 -0.163 0.00
C -3.014 3.363 0.064 0.00
H -5.660 1.287 -0.078 0.00
H -6.835 3.453 -0.481 0.00
H -5.533 5.563 -0.511 0.00
H -3.074 5.491 -0.188 0.00
H -1.941 3.319 0.207 0.00
C -3.248 -1.523 -6.028 0.00
Si -2.524 -0.339 -4.735 0.00
C -2.517 1.346 -5.567 0.00
C -3.685 -0.353 -3.283 0.00
C -0.785 -0.848 -4.323 0.00
Te 0.093 0.612 -2.964 0.01
C 1.255 1.504 -4.619 0.01
Si 2.841 0.590 -4.880 0.00
C 3.820 1.407 -6.280 0.00
C 2.565 -1.195 -5.387 0.00
C 3.900 0.585 -3.343 0.00
H -4.251 -1.194 -6.325 0.00
H -3.334 -2.539 -5.624 0.00
H -2.623 -1.568 -6.928 0.00
H -3.535 1.679 -5.795 0.00
H -1.950 1.313 -6.506 0.00
H -2.047 2.086 -4.913 0.00
H -4.673 0.025 -3.569 0.00
H -3.307 0.249 -2.454 0.00
H -3.802 -1.369 -2.892 0.00
H -0.163 -0.913 -5.219 0.00
H -0.753 -1.807 -3.797 0.00
H 1.461 2.535 -4.308 0.00
H 0.624 1.542 -5.514 0.00
H 3.236 1.420 -7.207 0.00
H 4.758 0.872 -6.475 0.00
H 4.068 2.444 -6.025 0.00
H 1.963 -1.281 -6.298 0.00
H 2.044 -1.727 -4.583 0.00
H 3.524 -1.698 -5.563 0.00
H 3.867 1.546 -2.819 0.00
H 4.946 0.349 -3.571 0.00
H 3.522 -0.168 -2.645 0.00
C -1.121 -2.590 0.412 -0.02
C -0.502 -1.609 -0.547 -0.14
O -1.273 -0.829 -1.228 -0.06
H -1.982 -2.084 0.838 0.00
H -0.433 -2.893 1.200 0.00
H -1.466 -3.488 -0.127 -0.01
```

## Properties
Kohn-Sham gap (spin up / spin down) = 5.54 / 5.66 eV
energy above the lowest of the compared OMol25 structures with the same formula, charge and spin = 0.0000 eV
total charge = -2
E_HOMO (spin up / spin down) = -1.635 / -1.757 eV
expectation value of S² = 1.1964
electronic energy = -197382.56690 eV
LUMO level (spin up / spin down) = 3.906 / 3.903 eV
2S+1 = 2


3.
Here is one molecule with the formula C18H25NO7 in a non-equilibrium geometry from the OMol25 dataset. Energies are from ωB97M-V/def2-TZVPD.

Geometry as XYZ:
```
51
Properties=species:S:1:pos:R:3:nbo_charge:R:1
C -0.745 -3.553 -0.394 -0.64
C -1.132 -2.785 0.859 -0.08
H -0.251 -2.570 1.472 0.20
H -1.868 -3.338 1.447 0.19
O -1.778 -1.547 0.528 -0.51
C -1.034 -0.460 0.430 0.83
O 0.152 -0.409 0.632 -0.62
C -1.867 0.767 0.050 -0.43
C -3.254 0.319 -0.381 0.83
O -3.568 0.060 -1.511 -0.60
O -4.071 0.260 0.669 -0.51
C -5.385 -0.260 0.445 -0.08
C -5.382 -1.781 0.483 -0.63
H -6.394 -2.152 0.350 0.22
H -4.754 -2.167 -0.316 0.22
H -4.994 -2.131 1.436 0.21
H -5.744 0.097 -0.526 0.20
H -5.997 0.156 1.247 0.19
C -1.146 1.557 -1.050 -0.40
C -1.298 3.074 -0.944 -0.40
C -0.796 3.692 0.367 -0.40
H -0.763 4.777 0.245 0.21
H -1.517 3.485 1.161 0.20
C 0.570 3.196 0.840 -0.44
C 1.738 3.626 -0.053 -0.06
H 1.971 4.684 0.091 0.20
H 1.506 3.466 -1.110 0.17
O 2.921 2.938 0.329 -0.50
C 2.987 1.607 0.089 0.35
C 3.650 0.827 1.044 -0.27
C 3.707 -0.539 0.911 -0.16
C 3.111 -1.146 -0.191 0.04
C 2.518 -0.378 -1.187 -0.15
C 2.462 0.990 -1.051 -0.31
H 2.012 1.578 -1.835 0.22
H 2.097 -0.868 -2.051 0.24
N 3.079 -2.569 -0.288 0.52
O 2.452 -3.062 -1.209 -0.40
O 3.665 -3.217 0.557 -0.39
H 4.176 -1.157 1.662 0.25
H 4.081 1.323 1.899 0.23
H 0.569 2.106 0.905 0.23
H 0.756 3.578 1.847 0.21
H -0.759 3.519 -1.784 0.20
H -2.351 3.340 -1.064 0.21
H -1.550 1.228 -2.011 0.24
H -0.091 1.289 -1.024 0.22
H -1.964 1.357 0.965 0.25
H -0.371 -4.533 -0.115 0.22
H -1.610 -3.672 -1.042 0.21
H 0.037 -3.033 -0.942 0.23
```

## Properties
Kohn-Sham gap = 8.85 eV
energy above the lowest of the compared OMol25 structures with the same formula, charge and spin = 1.2625 eV
total charge = 0
E_HOMO = -9.023 eV
electronic energy = -34892.26134 eV
LUMO level = -0.177 eV